The following is a DFT calculation (ωB97M-V/def2-TZVPD) of 10 unconnected molecules or ions with the total composition C51H120F9N6O15S3 at a distorted geometry.

HOMO energy = -8.89 eV
E = -5564.24941 Eh
gap between HOMO and LUMO = 1.15 eV
energy above the lowest of the compared OMol25 structures with the same formula, charge and spin = 10.618 eV
total charge = +3
maximum force = 4.85 eV/Å
E_LUMO = -7.738 eV
multiplicity = 1

Each atom is followed by the atoms it is bonded to, with distances in Å.
Element x y z (Å)
1 C -1.5367 -4.6912 2.0920  C2 1.535, H11 1.124, H12 1.094, H13 1.118
2 C -0.9063 -3.9760 0.8893  C1 1.535, N3 1.509, H14 1.110, H15 1.083
3 N -0.7986 -2.4719 0.9316  C2 1.509, C4 1.473, C5 1.515, C7 1.559
4 C -2.1284 -1.8404 0.9800  N3 1.473, H16 1.124, H17 1.064, H18 1.102
5 C -0.0210 -1.8896 2.0937  N3 1.515, C6 1.501, H19 1.046, H20 1.059
6 C 0.4225 -0.4618 1.9622  C5 1.501, H21 1.045, H22 1.165, H23 1.071
7 C -0.2003 -2.0429 -0.4424  N3 1.559, C8 1.488, H24 1.129, H25 1.090
8 C 1.0890 -2.6465 -0.8746  C7 1.488, O9 1.446, H26 1.131, H27 1.164
9 O 2.2286 -2.0889 -0.1807  C8 1.446, C10 1.393
10 C 3.4539 -2.7408 -0.2965  O9 1.393, H28 1.074, H29 1.067, H30 1.097
11 H -2.6222 -4.5073 2.3192  C1 1.124
12 H -0.9014 -4.4905 2.9599  C1 1.094
13 H -1.5026 -5.7880 1.8791  C1 1.118
14 H -1.4625 -4.2263 -0.0376  C2 1.110
15 H 0.1039 -4.3522 0.7833  C2 1.083
16 H -2.5750 -2.2021 1.9460  C4 1.124
17 H -2.7083 -2.1371 0.1391  C4 1.064
18 H -2.0931 -0.7391 1.0069  C4 1.102
19 H 0.7984 -2.5351 2.1680  C5 1.046
20 H -0.6629 -2.0488 2.9213  C5 1.059
21 H 1.3066 -0.4872 1.4062  C6 1.045
22 H 0.6257 -0.0682 3.0392  C6 1.165
23 H -0.3077 0.2233 1.5832  C6 1.071
24 H -0.1493 -0.9171 -0.3675  C7 1.129
25 H -0.9605 -2.2403 -1.1981  C7 1.090
26 H 1.2122 -2.4256 -1.9769  C8 1.131
27 H 1.0922 -3.8050 -0.7627  C8 1.164
28 H 4.0316 -2.2459 -1.0547  C10 1.074
29 H 3.2628 -3.6445 -0.8304  C10 1.067
30 H 3.9984 -2.8009 0.6540  C10 1.097
31 C -1.2185 -0.5168 9.8021  C32 1.510, H41 1.089, H42 1.099, H43 1.109
32 C -0.0553 0.3731 9.4329  C31 1.510, N33 1.476, H44 1.094, H45 1.076
33 N -0.3558 1.7829 9.1156  C32 1.476, C34 1.471, C35 1.504, C37 1.480
34 C -1.2239 1.8290 7.9286  N33 1.471, H46 1.074, H47 1.089, H48 1.096
35 C -1.1584 2.3550 10.2519  N33 1.504, C36 1.526, H49 1.141, H50 1.104
36 C -1.4793 3.8409 10.1138  C35 1.526, H51 1.147, H52 1.092, H53 1.059
37 C 0.9339 2.4939 8.9687  N33 1.480, C38 1.458, H54 1.113, H55 1.093
38 C 1.6559 2.4647 7.7021  C37 1.458, O39 1.414, H56 1.117, H57 1.116
39 O 2.0427 1.1087 7.5949  C38 1.414, C40 1.385
40 C 2.3670 0.7045 6.3103  O39 1.385, H58 1.044, H59 1.094, H60 1.128
41 H -1.7584 -0.1885 10.6888  C31 1.089
42 H -0.6957 -1.4657 9.9869  C31 1.099
43 H -1.9742 -0.6669 9.0049  C31 1.109
44 H 0.3195 -0.1170 8.5298  C32 1.094
45 H 0.6850 0.3711 10.2136  C32 1.076
46 H -1.1290 0.9277 7.3516  C34 1.074
47 H -0.8461 2.6080 7.2682  C34 1.089
48 H -2.2695 2.0165 8.1975  C34 1.096
49 H -0.5412 2.0707 11.1680  C35 1.141
50 H -2.0664 1.7276 10.2471  C35 1.104
51 H -1.1376 4.3497 9.1442  C36 1.147
52 H -1.1010 4.4278 10.9531  C36 1.092
53 H -2.5267 3.9306 9.9860  C36 1.059
54 H 1.5958 2.0480 9.7451  C37 1.113
55 H 0.7650 3.5041 9.3491  C37 1.093
56 H 2.5701 3.0950 7.8262  C38 1.117
57 H 1.0380 2.9846 6.9316  C38 1.116
58 H 2.4545 -0.3164 6.5087  C40 1.044
59 H 3.3141 1.1656 6.0155  C40 1.094
60 H 1.5723 1.0303 5.5789  C40 1.128
61 C -4.2387 0.6126 -5.8632  C62 1.506, H71 1.071, H72 1.155, H73 1.079
62 C -5.2117 -0.5237 -5.6893  C61 1.506, N63 1.527, H74 1.045, H75 1.117
63 N -6.5958 -0.1924 -5.1354  C62 1.527, C64 1.547, C65 1.453, C67 1.524
64 C -7.0668 1.1359 -5.7725  N63 1.547, H76 1.074, H77 1.089, H78 1.043
65 C -7.4170 -1.3854 -5.2470  N63 1.453, C66 1.547, H79 1.115, H80 1.117
66 C -7.7094 -1.8311 -6.6991  C65 1.547, H81 1.116, H82 1.088, H83 1.096
67 C -6.5221 0.1847 -3.6604  N63 1.524, C68 1.461, H84 1.100, H85 1.124
68 C -6.3924 -0.8268 -2.6142  C67 1.461, O69 1.428, H86 1.136, H87 1.084
69 O -7.7064 -1.0921 -2.1228  C68 1.428, C70 1.409
70 C -7.7725 -2.2310 -1.2961  O69 1.409, H88 1.064, H89 1.064, H90 1.070
71 H -4.6599 1.3963 -6.4585  C61 1.071
72 H -3.3705 0.1344 -6.4557  C61 1.155
73 H -3.8382 1.0239 -4.9498  C61 1.079
74 H -4.8589 -1.2586 -5.0357  C62 1.045
75 H -5.4115 -0.9536 -6.7002  C62 1.117
76 H -8.1370 1.1179 -5.6900  C64 1.074
77 H -6.9053 1.0214 -6.8436  C64 1.089
78 H -6.5125 1.9190 -5.3635  C64 1.043
79 H -8.3588 -1.1301 -4.7071  C65 1.115
80 H -6.8769 -2.1706 -4.6634  C65 1.117
81 H -7.0061 -2.6177 -7.0628  C66 1.116
82 H -7.6154 -0.9363 -7.3104  C66 1.088
83 H -8.7671 -2.1130 -6.7504  C66 1.096
84 H -7.4425 0.7638 -3.4935  C67 1.100
85 H -5.6274 0.8652 -3.6630  C67 1.124
86 H -5.6330 -0.5394 -1.8200  C68 1.136
87 H -5.9171 -1.7180 -3.0071  C68 1.084
88 H -7.2606 -2.0663 -0.3783  C70 1.064
89 H -7.2432 -2.9872 -1.8256  C70 1.064
90 H -8.8042 -2.4389 -1.1021  C70 1.070
91 C 3.8681 1.2380 0.4510  C92 1.510, H101 1.081, H102 1.103, H103 1.145
92 C 3.9658 2.0650 -0.8081  C91 1.510, N93 1.495, H104 1.122, H105 1.137
93 N 3.0465 1.6289 -1.9033  C92 1.495, C94 1.464, C95 1.478, C97 1.534
94 C 3.2145 2.5606 -3.0196  N93 1.464, H106 1.066, H107 1.100, H108 1.088
95 C 3.3232 0.2454 -2.3452  N93 1.478, C96 1.519, H109 1.098, H110 1.095
96 C 2.5571 -0.3024 -3.5370  C95 1.519, H111 1.117, H112 1.085, H113 1.106
97 C 1.5954 1.7054 -1.4128  N93 1.534, C98 1.566, H114 1.083, H115 1.058
98 C 1.0370 3.0408 -0.8142  C97 1.566, O99 1.408, H116 1.079, H117 1.121
99 O 1.2886 3.1908 0.5625  C98 1.408, C100 1.426
100 C 0.1995 3.7339 1.3058  O99 1.426, H118 1.103, H119 1.060, H120 1.078
101 H 2.8614 1.2253 0.8452  C91 1.081
102 H 4.5159 1.7045 1.2125  C91 1.103
103 H 4.3130 0.1838 0.4207  C91 1.145
104 H 5.0015 2.0271 -1.2373  C92 1.122
105 H 3.6302 3.1023 -0.4836  C92 1.137
106 H 4.1429 2.4066 -3.5207  C94 1.066
107 H 3.1466 3.5917 -2.6432  C94 1.100
108 H 2.3632 2.4276 -3.6832  C94 1.088
109 H 3.2925 -0.4314 -1.4815  C95 1.098
110 H 4.3715 0.1901 -2.6582  C95 1.095
111 H 2.6799 -1.4126 -3.5364  C96 1.117
112 H 2.9181 0.1042 -4.4755  C96 1.085
113 H 1.4679 -0.1105 -3.5436  C96 1.106
114 H 1.4579 0.9679 -0.6324  C97 1.083
115 H 1.0007 1.3632 -2.2177  C97 1.058
116 H -0.0303 2.9977 -0.9682  C98 1.079
117 H 1.3717 3.9913 -1.3058  C98 1.121
118 H -0.7259 3.1635 1.1169  C100 1.103
119 H 0.0539 4.7506 1.0420  C100 1.060
120 H 0.5017 3.6462 2.3364  C100 1.078
121 C 13.2603 0.4093 -6.5943  C122 1.501, H131 1.124, H132 1.099, H133 1.056
122 C 13.4847 -0.8067 -7.4450  C121 1.501, N123 1.558, H134 1.098, H135 1.079
123 N 13.1683 -2.1623 -6.7446  C122 1.558, C124 1.501, C125 1.602, C127 1.523
124 C 11.6926 -2.3843 -6.5826  N123 1.501, H136 1.114, H137 1.093, H138 1.108
125 C 13.3381 -3.3296 -7.8287  N123 1.602, C126 1.512, H139 1.067, H140 1.122
126 C 14.7980 -3.4385 -8.2061  C125 1.512, H141 1.099, H142 1.117, H143 1.080
127 C 13.9978 -2.5233 -5.5192  N123 1.523, C128 1.458, H144 1.064, H145 1.127
128 C 13.3171 -3.2394 -4.4470  C127 1.458, O129 1.629, H146 1.131, H147 1.052
129 O 12.5336 -2.2815 -3.3881  C128 1.629, C130 1.270
130 C 11.5302 -2.6455 -2.7000  O129 1.270, H148 1.152, H149 1.055
131 H 12.3164 0.4655 -5.9857  C121 1.124
132 H 13.5496 1.3176 -7.1411  C121 1.099
133 H 13.9475 0.4444 -5.7927  C121 1.056
134 H 14.5486 -0.9305 -7.6864  C122 1.098
135 H 12.7969 -0.8201 -8.2756  C122 1.079
136 H 11.3313 -3.4019 -6.3071  C124 1.114
137 H 11.1935 -2.3875 -7.5553  C124 1.093
138 H 11.0389 -1.6649 -6.0511  C124 1.108
139 H 12.7438 -3.0534 -8.6713  C125 1.067
140 H 12.8666 -4.2644 -7.4251  C125 1.122
141 H 14.9800 -4.3430 -8.8031  C126 1.099
142 H 15.5150 -3.5830 -7.3613  C126 1.117
143 H 15.2575 -2.6740 -8.8146  C126 1.080
144 H 14.5115 -1.6263 -5.2675  C127 1.064
145 H 14.7660 -3.2719 -5.8644  C127 1.127
146 H 14.1468 -3.7075 -3.8375  C128 1.131
147 H 12.5312 -3.9328 -4.5389  C128 1.052
148 H 10.9412 -2.0183 -1.9336  C130 1.152
149 H 11.1332 -3.6233 -2.7131  C130 1.055
150 H 2.6465 -4.6505 5.6755  no bonds
151 C -9.3820 2.7164 1.2317  C152 1.536, H161 1.075, H162 1.094, H163 1.098
152 C -8.3934 1.5460 1.3361  C151 1.536, N153 1.547, H164 1.123, H165 1.116
153 N -6.9307 2.0017 1.5494  C152 1.547, C154 1.526, C155 1.515, C157 1.514
154 C -6.0096 0.7889 1.6408  N153 1.526, H166 1.051, H167 1.123, H168 1.113
155 C -6.6191 2.9919 0.4459  N153 1.515, C156 1.513, H169 1.101, H170 1.105
156 C -6.8543 2.3676 -0.9116  C155 1.513, H171 1.077, H172 1.091, H173 1.085
157 C -6.7643 2.7548 2.8522  N153 1.514, C158 1.537, H174 1.093, H175 1.134
158 C -5.3446 2.8702 3.4296  C157 1.537, O159 1.398, H176 1.019, H177 1.148
159 O -5.5185 3.8744 4.3869  C158 1.398, C160 1.475
160 C -4.3266 4.2478 5.1721  O159 1.475, H178 1.120, H179 1.106, H180 1.112
161 H -9.3200 3.2444 2.1660  C151 1.075
162 H -10.4049 2.3436 1.1229  C151 1.094
163 H -9.2958 3.5164 0.4850  C151 1.098
164 H -8.4106 0.7967 0.5002  C152 1.123
165 H -8.6358 0.9882 2.2716  C152 1.116
166 H -5.0167 1.0887 1.4736  C154 1.051
167 H -6.2590 -0.0056 0.8876  C154 1.123
168 H -6.0868 0.2799 2.6272  C154 1.113
169 H -5.5560 3.2700 0.5170  C155 1.101
170 H -7.3574 3.7978 0.6107  C155 1.105
171 H -6.2814 1.4652 -1.0421  C156 1.077
172 H -6.4276 2.9129 -1.7541  C156 1.091
173 H -7.8999 2.2848 -1.1904  C156 1.085
174 H -7.3495 2.3031 3.6568  C157 1.093
175 H -7.0925 3.8403 2.8394  C157 1.134
176 H -4.6068 3.0636 2.7542  C158 1.019
177 H -4.9924 1.9074 3.9471  C158 1.148
178 H -3.8871 3.3752 5.7195  C160 1.120
179 H -4.6552 4.8825 6.0159  C160 1.106
180 H -3.6277 4.6983 4.4335  C160 1.112
181 C -1.7453 -4.0591 -3.9057  F182 1.342, F183 1.377, F184 1.359, S185 1.852
182 F -1.0894 -3.7912 -5.0450  C181 1.342
183 F -2.4041 -5.2446 -4.1435  C181 1.377
184 F -0.7530 -4.2299 -2.9932  C181 1.359
185 S -2.8667 -2.7407 -3.2469  C181 1.852, O186 1.429, O187 1.489, O188 1.418
186 O -2.1379 -1.5394 -3.5083  S185 1.429
187 O -4.0801 -2.8930 -4.0959  S185 1.489
188 O -3.1310 -3.0448 -1.8875  S185 1.418
189 C -2.9083 -1.5240 5.5610  F190 1.308, F191 1.376, F192 1.346, S193 1.853
190 F -2.2332 -2.1836 6.4662  C189 1.308
191 F -2.8052 -2.2978 4.4278  C189 1.376
192 F -4.1918 -1.3642 5.9326  C189 1.346
193 S -2.1519 0.1051 5.1052  C189 1.853, O194 1.441, O195 1.441, O196 1.440
194 O -0.7624 -0.1938 5.3443  S193 1.441
195 O -2.4925 0.2863 3.7164  S193 1.441
196 O -2.7402 1.0408 6.0286  S193 1.440
197 C -3.1025 2.9572 -1.8465  F198 1.340, F199 1.374, F200 1.326, S201 1.934
198 F -4.3884 3.3314 -1.7962  C197 1.340
199 F -2.8558 2.5922 -3.1479  C197 1.374
200 F -2.3647 4.0101 -1.5238  C197 1.326
201 S -2.7638 1.4161 -0.7290  C197 1.934, O202 1.411, O203 1.436, O204 1.475
202 O -3.6454 0.3594 -1.0384  S201 1.411
203 O -1.3821 1.1180 -0.9841  S201 1.436
204 O -2.9983 1.9947 0.6076  S201 1.475